(1)
{"formula": "C11H27BeN2O9", "method": "ωB97M-V/def2-TZVPD", "gap_ev": [2.587, 4.831], "s2": 0.75, "multiplicity": 2, "fmax_ev_per_a": 7.0, "charge": -2, "lumo_energy_ev": [4.699, 4.713], "e_tot_ev": -33647.3735, "species": ["Be", "C", "O", "O", "O", "O", "C", "O", "O", "H", "C", "C", "C", "O", "C", "N", "H", "H", "H", "H", "H", "H", "H", "H", "H", "H", "H", "C", "C", "C", "O", "C", "N", "H", "H", "H", "H", "H", "H", "H", "H", "H", "H", "H", "C", "O", "H", "H", "H", "H"], "coordinates": [[-35.761, -8.693, -20.326], [-36.843, -10.448, -22.680], [-37.162, -10.698, -21.515], [-36.325, -9.330, -22.823], [-36.814, -11.213, -23.657], [-31.453, -8.323, -22.109], [-32.679, -8.441, -22.482], [-33.570, -8.534, -21.666], [-32.889, -8.530, -23.754], [-31.056, -8.312, -22.983], [-39.047, -8.675, -17.136], [-38.773, -8.808, -18.624], [-38.461, -7.467, -19.294], [-37.956, -7.720, -20.604], [-38.839, -7.437, -21.718], [-37.628, -9.606, -18.848], [-39.872, -7.991, -16.936], [-38.179, -8.189, -16.691], [-39.165, -9.631, -16.625], [-39.603, -9.359, -19.067], [-37.681, -6.958, -18.729], [-39.387, -6.893, -19.250], [-38.789, -8.256, -22.436], [-38.652, -6.487, -22.217], [-39.881, -7.359, -21.409], [-37.878, -9.916, -19.777], [-37.779, -10.402, -18.245], [-34.324, -6.490, -16.628], [-34.754, -6.887, -17.966], [-34.667, -5.878, -19.149], [-35.683, -6.195, -20.162], [-35.752, -5.184, -21.194], [-34.287, -8.257, -18.187], [-34.598, -7.213, -15.859], [-34.692, -5.475, -16.482], [-33.257, -6.317, -16.489], [-35.809, -6.954, -17.699], [-33.736, -5.910, -19.715], [-34.766, -4.881, -18.719], [-35.320, -4.271, -20.785], [-36.738, -4.932, -21.584], [-35.171, -5.381, -22.095], [-33.292, -8.192, -18.349], [-34.384, -8.884, -17.401], [-34.389, -11.901, -18.987], [-34.750, -10.892, -19.923], [-35.364, -12.322, -18.743], [-33.776, -12.748, -19.296], [-33.815, -11.487, -18.157], [-34.922, -11.394, -20.723]], "forces_ev_per_angstrom": [[-0.10, -1.51, -1.98], [1.78, -0.35, -1.81], [-2.35, -2.39, 5.55], [2.03, 5.99, 0.19], [-1.24, -2.16, -1.27], [3.99, 0.59, 1.44], [-4.66, -1.19, -5.10], [-1.88, 0.40, 3.70], [1.44, 0.57, 1.18], [0.69, 0.02, -0.31], [0.47, 1.03, -0.05], [-0.72, 1.15, 1.06], [-0.85, -0.70, 0.04], [-0.65, 0.76, -0.23], [-0.13, -0.57, 0.22], [0.97, -0.58, -0.51], [-0.32, -0.24, 0.08], [0.21, -0.06, 0.21], [-0.25, -0.04, -0.13], [-0.64, 0.58, -0.39], [-0.02, 0.02, 0.04], [0.06, 0.52, -0.51], [0.50, 0.05, 0.09], [0.68, 0.04, 0.11], [-0.10, -0.21, 0.54], [1.30, -1.13, -1.13], [0.89, -0.53, 0.02], [1.94, 2.53, 1.07], [-1.37, -1.05, 0.01], [0.25, -1.37, -0.30], [-0.04, 0.23, 0.53], [0.83, 0.31, 0.07], [-0.36, 0.24, -2.93], [-0.48, 0.17, 0.02], [-0.56, 0.05, 0.86], [0.45, -0.34, -0.30], [-0.65, -0.25, -0.99], [0.43, -0.13, 0.40], [-0.48, 0.15, -0.17], [-0.14, 0.19, 0.12], [-0.42, -0.59, 0.71], [0.32, -0.79, 0.20], [0.29, -0.29, -0.48], [-0.61, 0.14, 0.35], [-0.95, 0.21, 0.45], [1.29, -0.21, -0.14], [0.19, -0.35, 1.09], [0.20, 0.21, -1.01], [-0.55, 0.30, 0.19], [-0.64, 0.61, -0.78]]}

=====

(2)
{"formula": "C11H27ClIN2OP2STi", "method": "ωB97M-V/def2-TZVPD", "gap_ev": [3.286, 2.616], "s2": 1.02, "multiplicity": 2, "fmax_ev_per_a": 4.5, "de_lowest_ev": 2.0234, "charge": 2, "lumo_energy_ev": [-9.577, -9.625], "e_tot_ev": -90004.3265, "species": ["C", "C", "H", "H", "H", "O", "I", "Ti", "P", "C", "C", "H", "H", "H", "H", "H", "H", "C", "H", "H", "H", "P", "C", "C", "H", "H", "H", "C", "H", "H", "H", "H", "H", "H", "Cl", "S", "C", "N", "C", "C", "N", "H", "H", "H", "H", "H", "H"], "coordinates": [[-0.054, 0.314, -4.392], [-0.063, -0.028, -2.963], [-0.011, 1.424, -4.530], [-0.986, -0.075, -4.959], [0.817, -0.182, -4.808], [0.034, 0.835, -2.010], [-0.070, -3.448, -0.767], [0.387, 1.423, 0.260], [2.567, -0.230, -0.575], [3.677, 0.726, 0.508], [3.301, -1.933, -0.522], [4.390, -1.912, -0.712], [4.368, -0.023, -2.275], [2.824, -2.593, -1.262], [2.821, -0.466, -3.056], [3.659, 0.243, 1.512], [3.101, -2.361, 0.467], [3.275, 0.163, -2.273], [4.697, 0.691, 0.089], [3.089, 1.226, -2.526], [3.302, 1.760, 0.585], [-2.147, -0.165, -0.681], [-3.238, 0.783, 0.433], [-2.962, 0.252, -2.326], [-2.497, -2.485, -1.348], [-4.051, -1.767, -0.793], [-2.754, -2.232, 0.388], [-2.962, -1.815, -0.606], [-2.553, -0.387, -3.129], [-4.048, 0.073, -2.252], [-4.258, 0.753, 0.032], [-2.874, 1.813, 0.535], [-2.787, 1.312, -2.599], [-3.197, 0.270, 1.421], [0.478, -1.658, -2.853], [0.312, 2.949, 1.762], [-0.283, 1.259, 2.741], [0.530, 0.348, 3.362], [0.054, -0.014, 4.682], [-1.261, 0.754, 4.814], [-1.339, 1.478, 3.539], [1.435, 0.062, 2.972], [0.781, 0.350, 5.441], [-0.057, -1.063, 4.829], [-1.277, 1.398, 5.660], [-2.127, 0.054, 4.894], [-2.044, 2.126, 3.292]], "forces_ev_per_angstrom": [[-2.38, 1.38, -1.55], [2.90, 2.79, 2.00], [-0.05, -0.95, 0.09], [1.49, 0.49, 0.93], [-0.03, 0.19, -0.29], [-0.48, -2.60, -2.57], [0.05, -0.94, 1.48], [-0.82, -3.34, -2.88], [1.18, -0.37, -0.95], [0.26, -0.32, 0.26], [-0.45, -0.18, 0.58], [-0.53, 0.29, 0.14], [-0.64, 0.11, 0.19], [0.11, 0.37, 0.27], [0.21, 0.25, 0.45], [0.17, 0.46, -0.53], [0.16, -0.10, -0.22], [-0.42, 0.79, 0.09], [-0.28, 0.23, 0.45], [0.19, -0.53, 0.02], [0.44, -0.23, 0.06], [-1.98, -0.31, -0.18], [0.02, -0.30, 0.56], [0.93, 0.79, -0.08], [-0.36, 0.40, 0.36], [0.50, 0.31, 0.22], [-0.22, -0.16, -0.30], [0.27, -0.42, 0.43], [-0.26, 0.19, 0.32], [0.56, -0.01, 0.14], [0.16, 0.16, 0.33], [-0.30, -0.14, 0.00], [-0.13, -0.53, 0.05], [-0.16, 0.47, -0.55], [-0.40, 0.83, 0.08], [-0.20, -0.16, 1.29], [0.80, -0.06, 1.43], [-0.04, 1.08, -2.11], [0.88, 0.93, 1.33], [-1.25, -1.52, -0.78], [1.34, -0.47, -0.80], [-0.72, 0.24, 0.47], [-0.34, -0.27, -0.47], [-0.11, -0.83, -0.18], [-0.02, 0.75, 0.50], [0.60, 0.58, -0.03], [-0.67, 0.65, -0.06]]}

=====

(3)
{"formula": "C11H27ClN2O6P2S", "method": "ωB97M-V/def2-TZVPD", "gap_ev": 9.694, "multiplicity": 1, "fmax_ev_per_a": 1.1, "charge": 0, "lumo_energy_ev": 0.323, "e_tot_ev": -69045.4961, "species": ["O", "C", "O", "C", "P", "S", "C", "P", "O", "Cl", "O", "H", "H", "H", "H", "H", "C", "C", "C", "O", "C", "N", "H", "H", "H", "H", "H", "H", "H", "H", "H", "H", "H", "C", "C", "C", "O", "C", "N", "H", "H", "H", "H", "H", "H", "H", "H", "H", "H", "H"], "coordinates": [[5.109, -1.446, 1.952], [4.830, -2.228, 1.108], [3.770, -2.134, 0.274], [3.645, -3.334, -0.522], [1.931, -4.001, -0.286], [1.838, -5.901, 0.110], [4.732, -4.245, 0.041], [5.776, -5.165, -1.211], [7.012, -4.132, -1.276], [6.470, -6.579, 0.118], [5.553, -3.339, 0.806], [3.774, -2.991, -1.555], [1.424, -3.184, 0.729], [1.219, -3.666, -1.443], [4.310, -4.959, 0.752], [7.281, -3.809, -0.397], [0.539, 1.927, -0.579], [0.299, 0.670, -1.406], [-0.740, -0.279, -0.797], [-0.268, -1.045, 0.297], [-0.296, -0.399, 1.557], [1.586, 0.012, -1.663], [1.151, 1.730, 0.301], [1.066, 2.673, -1.175], [-0.409, 2.360, -0.255], [-0.106, 0.984, -2.373], [-1.019, -1.011, -1.560], [-1.652, 0.264, -0.519], [-1.161, 0.264, 1.642], [0.617, 0.171, 1.742], [-0.372, -1.174, 2.320], [1.445, -0.763, -2.305], [1.900, -0.417, -0.795], [-5.418, 4.122, 1.030], [-4.644, 2.844, 1.335], [-3.180, 2.881, 0.878], [-2.988, 2.710, -0.514], [-3.134, 3.881, -1.296], [-5.376, 1.701, 0.784], [-5.682, 4.191, -0.026], [-6.347, 4.138, 1.597], [-4.841, 5.009, 1.298], [-4.622, 2.725, 2.423], [-2.659, 2.042, 1.347], [-2.684, 3.801, 1.217], [-2.776, 4.765, -0.760], [-4.171, 4.038, -1.602], [-2.532, 3.749, -2.195], [-4.932, 0.836, 1.078], [-5.266, 1.714, -0.226]], "forces_ev_per_angstrom": [[-0.05, 0.00, -0.16], [0.40, 0.03, -0.05], [-0.29, -0.20, 0.15], [0.01, 1.03, -0.06], [-0.33, -1.05, 0.28], [0.12, 0.10, -0.09], [0.15, 0.01, 0.47], [-0.11, 0.02, -0.13], [0.17, 0.07, 0.08], [0.04, -0.13, 0.07], [-0.30, -0.05, 0.09], [0.13, -0.44, 0.00], [0.01, 0.33, -0.17], [0.09, 0.42, -0.02], [-0.10, -0.10, -0.22], [-0.06, 0.07, -0.25], [-0.06, 0.15, 0.01], [0.14, 0.02, 0.16], [-0.07, -0.04, -0.18], [0.05, -0.06, 0.07], [0.07, -0.11, 0.01], [-0.16, -0.20, -0.01], [0.00, -0.07, 0.00], [0.04, -0.03, -0.01], [0.00, -0.01, 0.00], [-0.04, -0.03, -0.01], [0.02, -0.04, 0.03], [0.05, 0.08, 0.02], [0.00, 0.02, -0.01], [-0.04, 0.07, -0.01], [-0.02, -0.01, -0.01], [0.02, 0.08, -0.07], [0.08, 0.11, 0.02], [-0.01, 0.06, 0.07], [-0.11, 0.05, -0.16], [0.06, -0.09, 0.13], [-0.02, 0.06, -0.01], [0.04, -0.10, -0.09], [0.19, -0.06, 0.00], [0.03, -0.02, -0.02], [-0.02, -0.04, -0.02], [0.01, 0.00, -0.01], [0.06, -0.01, 0.01], [0.00, -0.01, -0.04], [-0.06, 0.03, -0.01], [-0.02, 0.02, 0.01], [-0.01, 0.06, 0.05], [0.02, -0.01, 0.01], [-0.07, 0.01, 0.07], [-0.08, 0.03, 0.00]]}